Entry 1:
C20H32Cl4N8 | ωB97M-V with the def2-TZVPD basis set

Atoms and positions in Å:
Cl1 -5.083 9.343 40.227
C1 -3.715 8.252 39.811
C2 -4.046 7.343 38.641
Cl2 -5.263 6.117 39.105
H1 -3.522 7.627 40.683
H2 -2.803 8.837 39.707
H3 -3.120 6.799 38.454
H4 -4.419 7.838 37.752
Cl3 -1.054 11.456 39.972
C3 -2.626 12.134 39.466
C4 -2.766 12.156 37.963
Cl4 -2.669 10.554 37.237
H5 -2.708 13.156 39.844
H6 -3.409 11.622 40.022
H7 -2.116 12.873 37.462
H8 -3.747 12.577 37.725
C5 0.264 13.103 34.923
C6 0.337 14.063 33.809
N1 0.409 14.810 32.948
H9 0.741 12.196 34.548
H10 -0.788 12.868 35.083
H11 0.758 13.430 35.830
C7 -6.685 10.495 36.931
C8 -6.112 10.220 35.618
N2 -5.624 10.027 34.602
H12 -6.626 9.615 37.569
H13 -7.659 10.970 36.994
H14 -5.998 11.210 37.400
C9 -5.545 12.899 43.042
C10 -4.561 13.942 43.245
N3 -3.794 14.792 43.327
H15 -5.275 12.232 42.231
H16 -6.465 13.415 42.727
H17 -5.911 12.478 43.978
C11 0.360 8.477 37.467
C12 1.366 8.181 36.424
N4 2.169 7.914 35.650
H18 0.918 8.644 38.382
H19 -0.343 7.648 37.454
H20 -0.141 9.360 37.068
C13 -0.013 13.074 42.760
C14 1.358 13.563 42.566
N5 2.418 13.945 42.358
H21 -0.719 13.568 42.100
H22 -0.261 13.428 43.765
H23 -0.027 11.993 42.692
C15 -3.077 15.788 40.028
C16 -1.759 15.498 40.558
N6 -0.742 15.275 41.039
H24 -3.349 16.793 40.358
H25 -3.777 15.048 40.411
H26 -3.194 15.835 38.946
C17 1.539 13.457 38.835
C18 1.913 12.279 38.035
N7 2.237 11.363 37.424
H27 1.771 13.192 39.866
H28 0.473 13.650 38.774
H29 2.175 14.266 38.483
C19 -6.020 16.218 37.497
C20 -5.854 14.924 38.148
N8 -5.634 13.990 38.769
H30 -6.454 16.181 36.503
H31 -5.041 16.696 37.437
H32 -6.638 16.811 38.173

Calculated values
HOMO level, eV: -11.22
SMILES: ClCCCl.ClCCCl.CC#N.CC#N.CC#N.CC#N.CC#N.CC#N.CC#N.CC#N
HOMO-LUMO gap, eV: 10.8
Energy relative to the best compared isomer or geometry (same formula, charge and spin), eV: 0.000



Entry 2:
C20H32EuN6O7 | ωB97M-V with the def2-TZVPD basis set

Atoms and positions in Å:
O1 3.908 1.008 1.188
H1 4.538 0.653 2.039
Eu1 1.501 0.884 -0.093
N1 0.847 2.849 1.293
N2 0.966 0.657 2.447
N3 2.555 -0.339 -2.121
N4 2.192 -1.559 0.074
O2 0.883 3.897 0.568
O3 2.819 0.387 -3.167
O4 2.097 -2.215 1.289
O5 1.185 -0.504 2.988
C1 0.565 1.675 3.270
C2 0.498 2.929 2.615
C3 2.779 -1.669 -2.190
C4 2.595 -2.351 -0.939
C5 0.118 4.197 3.281
H2 0.838 4.456 4.072
H3 -0.870 4.104 3.755
H4 0.088 5.009 2.548
C6 0.271 1.495 4.717
H5 1.116 1.838 5.336
H6 0.085 0.439 4.936
H7 -0.609 2.087 5.008
C7 3.188 -2.383 -3.427
C8 2.866 -3.813 -0.814
H8 3.285 -1.677 -4.255
H9 2.447 -3.149 -3.695
H10 4.148 -2.897 -3.280
H11 2.723 -4.138 0.220
H12 3.895 -4.041 -1.123
H13 2.198 -4.391 -1.469
H14 2.434 1.747 -2.479
H15 1.756 -1.500 1.953
C9 5.635 0.584 2.705
H16 6.074 1.584 2.702
H17 6.282 -0.127 2.187
H18 5.408 0.252 3.722
O6 2.074 2.279 -1.674
H19 4.464 1.659 0.728
H20 1.972 3.226 -1.867
C10 -4.812 -1.900 -1.532
N5 -3.492 -1.728 -0.967
N6 -2.834 -0.552 -1.050
C11 -1.533 -0.725 -0.635
O7 -0.696 0.226 -0.606
C12 -1.426 -2.109 -0.299
C13 -2.646 -2.689 -0.547
C14 -3.075 -4.098 -0.408
C15 -3.461 0.661 -1.448
C16 -4.670 1.043 -0.862
C17 -5.294 2.217 -1.284
C18 -4.690 3.017 -2.264
C19 -3.456 2.646 -2.816
C20 -2.832 1.470 -2.399
H21 -5.557 -1.314 -0.987
H22 -5.073 -2.956 -1.438
H23 -4.848 -1.622 -2.595
H24 -0.526 -2.572 0.067
H25 -3.953 -4.208 0.245
H26 -3.305 -4.569 -1.376
H27 -2.254 -4.668 0.045
H28 -5.116 0.422 -0.082
H29 -6.249 2.501 -0.841
H30 -5.179 3.935 -2.596
H31 -2.973 3.268 -3.570
H32 -1.866 1.160 -2.804

Calculated values
HOMO level (spin up / spin down), eV: -7.77 / -8.70
HOMO-LUMO gap (spin up / spin down), eV: 3.3 / 3.1
<S²>: 12.364
Energy relative to the best compared isomer or geometry (same formula, charge and spin), eV: 0.000
Charge: +1
2S+1: 7



Entry 3:
C20H32IrN5O5S3 | ωB97M-V with the def2-TZVPD basis set

Atoms and positions in Å:
Ir1 0.450 -1.024 -0.397
C1 2.536 -4.867 -0.672
C2 2.454 -3.380 -0.764
O1 1.442 -2.875 -1.286
C3 3.572 -2.602 -0.290
C4 3.681 -1.242 -0.339
C5 4.984 -0.564 -0.056
N1 2.594 -0.474 -0.690
N2 2.885 0.797 -0.922
C6 1.789 1.458 -1.337
O2 0.663 0.890 -1.497
C7 1.925 2.892 -1.634
C8 3.164 3.527 -1.541
C9 3.265 4.880 -1.811
C10 2.137 5.603 -2.176
C11 0.902 4.975 -2.274
C12 0.796 3.622 -2.003
H1 1.682 -5.324 -1.161
H2 2.540 -5.138 0.387
H3 3.467 -5.236 -1.105
H4 4.436 -3.160 0.041
H5 5.716 -1.289 0.287
H6 4.862 0.222 0.689
H7 5.354 -0.080 -0.960
H8 4.037 2.952 -1.264
H9 4.225 5.373 -1.741
H10 2.221 6.661 -2.386
H11 0.027 5.541 -2.562
H12 -0.157 3.119 -2.081
C13 -3.796 1.789 -0.489
C14 -3.971 0.390 -1.071
C15 -5.221 -0.270 -0.501
C16 -4.057 0.449 -2.597
N3 -2.845 -0.470 -0.606
N4 -1.563 -0.028 -1.036
H13 -4.719 2.355 -0.605
H14 -3.012 2.354 -0.996
H15 -3.562 1.743 0.577
H16 -6.107 0.300 -0.779
H17 -5.174 -0.318 0.588
H18 -5.343 -1.284 -0.886
H19 -4.901 1.066 -2.904
H20 -4.202 -0.547 -3.020
H21 -3.166 0.893 -3.045
H22 -2.954 -1.419 -0.958
H23 -1.382 0.877 -0.610
H24 -1.495 0.106 -2.047
C17 2.362 0.579 2.657
S1 0.908 -0.366 2.396
O3 1.329 -1.598 1.661
O4 0.289 -0.604 3.666
O5 0.062 0.385 1.417
H25 3.124 -0.095 3.043
H26 2.132 1.352 3.387
H27 2.677 1.017 1.713
S2 -1.059 -3.053 0.062
C18 -1.565 -2.697 1.673
N5 -2.300 -1.678 2.019
C19 -2.562 -1.460 3.441
C20 -2.027 -2.694 4.193
S3 -1.114 -3.709 2.982
H28 -2.599 -1.030 1.280
H29 -3.633 -1.334 3.592
H30 -2.044 -0.557 3.757
H31 -2.826 -3.297 4.615
H32 -1.334 -2.401 4.977

Calculated values
HOMO level (spin up / spin down), eV: -10.66 / -11.70
HOMO-LUMO gap (spin up / spin down), eV: 8.1 / 6.7
<S²>: 8.788
Energy relative to the best compared isomer or geometry (same formula, charge and spin), eV: 0.000
Charge: +1
2S+1: 6



Entry 4:
C20H32NPdS3Si3 | ωB97M-V with the def2-TZVPD basis set

Atoms and positions in Å:
Pd1 -1.295 -0.278 -0.068
C1 2.759 -2.880 -1.139
Si1 1.031 -2.327 -0.580
C2 -0.112 -3.073 -1.880
C3 0.712 -3.255 1.025
C4 0.948 -0.482 -0.389
Si2 1.411 0.492 -1.896
C5 3.292 0.740 -1.978
C6 0.963 -0.369 -3.503
C7 0.672 2.212 -2.012
Si3 1.667 0.134 1.173
C8 3.354 -0.593 1.615
C9 1.886 1.991 1.338
C10 0.506 -0.325 2.606
C11 0.881 -0.306 3.949
C12 -0.053 -0.592 4.931
C13 -1.352 -0.884 4.551
C14 -1.661 -0.882 3.201
N1 -0.757 -0.620 2.261
H1 2.827 -3.972 -1.167
H2 3.545 -2.511 -0.479
H3 2.971 -2.512 -2.146
H4 -0.411 -4.068 -1.539
H5 0.409 -3.183 -2.832
H6 -1.031 -2.512 -2.048
H7 0.916 -4.315 0.844
H8 -0.328 -3.158 1.341
H9 1.351 -2.930 1.848
H10 3.816 -0.214 -1.886
H11 3.644 1.388 -1.171
H12 3.592 1.203 -2.922
H13 1.504 -1.307 -3.638
H14 1.234 0.294 -4.331
H15 -0.105 -0.577 -3.575
H16 0.771 2.791 -1.097
H17 -0.390 2.162 -2.253
H18 1.193 2.743 -2.817
H19 4.049 -0.414 0.791
H20 3.310 -1.670 1.783
H21 3.775 -0.126 2.509
H22 2.593 2.381 0.604
H23 2.289 2.203 2.334
H24 0.946 2.531 1.230
H25 1.904 -0.068 4.217
H26 0.226 -0.582 5.978
H27 -2.119 -1.106 5.280
H28 -2.662 -1.092 2.842
S1 -2.612 0.335 -2.013
C15 -3.559 1.644 -1.396
C16 -4.686 2.070 -2.128
C17 -5.486 3.096 -1.687
C18 -5.183 3.742 -0.479
C19 -4.089 3.344 0.250
C20 -3.246 2.305 -0.190
S2 -1.847 1.906 0.750
H29 -4.914 1.557 -3.054
H30 -6.350 3.394 -2.267
H31 -5.811 4.546 -0.114
H32 -3.852 3.827 1.191
S3 -3.039 -1.847 0.232

Calculated values
HOMO level (spin up / spin down), eV: -3.87 / -4.41
HOMO-LUMO gap (spin up / spin down), eV: 6.6 / 5.7
<S²>: 6.024
Charge: -1
2S+1: 5